The following is a DFT calculation (ωB97M-V/def2-TZVPD) of C36H126BF6N2O32S2V as an isolated structure in a non-equilibrium geometry.

Output
Orbital gap (alpha / beta) = 5.56 / 7.20 eV
Spin multiplicity = 3
LUMO energy (alpha / beta) = -2.234 / -0.759 eV

Last column: Mulliken spin population.
Cartesian coordinates (Å):
V: -14.17007 -12.20509 -19.67244  2.1110
B: -15.17144 -13.86396 -17.25390  -0.0035
F: -16.21510 -12.93546 -17.14354  0.0156
F: -14.71060 -14.38220 -15.99268  -0.0001
F: -15.55226 -14.92291 -18.11391  -0.0009
F: -14.15566 -13.30680 -17.94474  -0.0099
N: -14.50100 -13.82966 -20.79048  -0.0160
S: -15.58329 -14.30834 -21.83740  0.0145
O: -16.81922 -14.66330 -21.19703  -0.0011
O: -15.27362 -15.02545 -23.10098  -0.0005
F: -15.86476 -12.79888 -22.40367  0.0028
S: -13.76597 -15.43477 -20.71407  0.0088
O: -12.71871 -15.76753 -21.72141  -0.0002
O: -14.62138 -16.51853 -20.23087  0.0032
F: -12.92954 -15.18174 -19.44686  0.0031
C: -11.48287 -8.43312 -18.60039  -0.0065
C: -12.05765 -9.09174 -17.33386  0.0131
C: -11.78422 -7.97897 -16.29614  -0.0015
C: -12.40208 -8.18463 -14.98753  0.0008
C: -13.88194 -8.40308 -15.17625  -0.0008
C: -14.31063 -9.51447 -16.16747  -0.0091
N: -13.53808 -9.33312 -17.43770  0.0009
O: -13.86569 -10.30414 -18.56692  -0.1601
C: -15.83712 -9.42040 -16.41074  0.0010
C: -14.03061 -10.85463 -15.47161  -0.0050
C: -11.14444 -10.29527 -17.03568  -0.0015
H: -11.40869 -9.13084 -19.43453  0.0026
H: -10.49680 -7.98871 -18.46521  0.0003
H: -12.12441 -7.60501 -18.90166  0.0020
H: -12.17556 -7.02128 -16.63937  0.0010
H: -10.73872 -7.82615 -16.02841  -0.0001
H: -12.27234 -7.27940 -14.39435  0.0001
H: -12.00178 -9.10255 -14.55709  0.0001
H: -14.17708 -7.39196 -15.45666  0.0000
H: -14.14796 -8.55201 -14.12975  0.0000
H: -16.05099 -9.19526 -17.45557  0.0008
H: -16.18728 -8.63893 -15.73635  -0.0005
H: -16.45769 -10.26493 -16.11115  0.0040
H: -14.72941 -11.02166 -14.65193  0.0015
H: -13.02898 -10.95030 -15.05249  0.0012
H: -14.13682 -11.69807 -16.15383  0.0012
H: -10.29085 -10.48853 -17.68541  0.0004
H: -11.70109 -11.23224 -17.01749  0.0024
H: -10.60672 -10.21984 -16.09054  0.0006
C: -11.68875 -5.49366 -9.88568  0.0000
O: -12.77137 -5.60871 -8.97081  0.0000
H: -11.50741 -6.45991 -10.35641  0.0000
H: -12.07797 -4.91398 -10.72269  0.0000
H: -10.73110 -5.20405 -9.45310  0.0000
H: -12.87197 -4.79010 -8.47954  0.0000
C: -13.15981 -17.40587 -15.80862  0.0000
O: -13.38816 -18.63636 -15.22986  0.0000
H: -12.09295 -17.18349 -15.83022  0.0000
H: -13.36616 -17.52094 -16.87270  0.0000
H: -13.72477 -16.56048 -15.41590  0.0000
H: -14.23454 -18.97451 -15.53135  0.0000
C: -8.51683 -5.89548 -18.09278  0.0000
O: -7.57693 -4.91555 -18.32756  0.0000
H: -8.56324 -6.54299 -18.96838  0.0000
H: -8.22109 -6.55526 -17.27710  0.0000
H: -9.53278 -5.51441 -17.98921  0.0000
H: -7.81678 -4.22128 -17.70944  0.0000
C: -15.58892 -1.98820 -15.36786  0.0000
O: -14.82559 -0.87609 -15.89186  0.0000
H: -14.94067 -2.69486 -14.84968  0.0000
H: -16.47236 -1.69478 -14.80083  0.0000
H: -15.93560 -2.55669 -16.23083  0.0000
H: -15.22827 -0.60138 -16.71890  0.0000
C: -17.50687 -12.19338 -19.70466  0.0112
O: -16.19679 -11.61283 -19.93459  -0.0197
H: -17.97545 -12.41248 -20.66410  0.0008
H: -17.58094 -13.14707 -19.18208  -0.0052
H: -18.08485 -11.51853 -19.07331  0.0036
H: -16.38983 -10.69004 -20.11566  0.0115
C: -5.83018 -9.26916 -19.59805  0.0000
O: -4.87694 -9.48369 -18.56497  0.0000
H: -5.70820 -9.57111 -20.63826  0.0000
H: -6.78476 -9.74059 -19.36430  0.0000
H: -6.05061 -8.20734 -19.48827  0.0000
H: -3.99973 -9.17848 -18.80771  0.0000
C: -17.11703 -13.32373 -14.02376  0.0000
O: -15.89570 -13.86709 -13.60135  0.0000
H: -17.62629 -13.88491 -14.80723  -0.0001
H: -17.74633 -13.14447 -13.15201  0.0000
H: -16.88360 -12.33574 -14.42063  0.0000
H: -15.30528 -13.91385 -14.35687  -0.0001
C: -16.40880 -6.15696 -22.15265  -0.0001
O: -16.40824 -7.22498 -23.05974  -0.0001
H: -17.35656 -5.62653 -22.24484  0.0000
H: -16.28661 -6.57118 -21.15185  0.0001
H: -15.54608 -5.49742 -22.24665  0.0000
H: -16.40466 -6.86028 -23.94776  0.0000
C: -15.27169 -6.80240 -18.56197  0.0007
O: -15.51271 -5.43017 -18.48143  0.0000
H: -14.59626 -7.00054 -19.39421  -0.0011
H: -14.70114 -7.11484 -17.68736  0.0007
H: -16.25205 -7.23080 -18.77046  -0.0007
H: -16.21590 -5.38381 -17.82953  0.0000
C: -17.89740 -6.25815 -16.03074  0.0000
O: -18.19631 -5.39466 -17.10447  0.0000
H: -16.92051 -6.01637 -15.61203  0.0000
H: -18.71673 -6.12842 -15.32365  0.0000
H: -17.85436 -7.29418 -16.36673  0.0000
H: -19.15487 -5.35084 -17.13373  0.0000
C: -16.17962 -10.76443 -11.52986  0.0000
O: -15.13403 -11.74716 -11.42151  0.0000
H: -15.83522 -9.80727 -11.92144  0.0000
H: -16.94758 -11.23685 -12.14236  0.0000
H: -16.63073 -10.64612 -10.54468  0.0000
H: -15.29618 -12.47176 -12.02999  0.0000
C: -10.21176 -14.21781 -16.85952  0.0004
O: -9.88974 -13.83732 -18.18395  0.0003
H: -9.32006 -13.95491 -16.29044  0.0001
H: -11.05435 -13.77560 -16.32794  0.0000
H: -10.40129 -15.28812 -16.77820  0.0001
H: -8.98798 -14.11595 -18.35946  -0.0001
C: -6.08917 -13.53365 -18.51190  0.0000
O: -7.23452 -14.36644 -18.47500  0.0000
H: -5.61106 -13.55907 -19.49111  0.0000
H: -6.47561 -12.51855 -18.42055  0.0000
H: -5.42998 -13.82372 -17.69371  0.0000
H: -6.95108 -15.26032 -18.68054  0.0000
C: -18.34093 -7.88027 -12.99737  0.0000
O: -18.64333 -8.23630 -11.64578  0.0000
H: -18.52177 -6.81357 -13.12980  0.0000
H: -17.36695 -8.24722 -13.32112  0.0000
H: -19.13430 -8.33980 -13.58688  0.0000
H: -19.38498 -7.71618 -11.32793  0.0000
C: -18.46636 -8.68386 -20.42110  0.0000
O: -17.15273 -8.98903 -20.83907  -0.0001
H: -18.34848 -7.86046 -19.71666  0.0000
H: -19.02161 -8.23994 -21.24737  0.0000
H: -19.12414 -9.52341 -20.19617  -0.0001
H: -16.82970 -8.30559 -21.43081  0.0002
C: -15.48044 -12.40042 -8.11244  0.0000
O: -14.33563 -11.99256 -8.86367  0.0000
H: -16.34046 -12.46164 -8.77932  0.0000
H: -15.30909 -13.41163 -7.74337  0.0000
H: -15.59282 -11.78748 -7.21814  0.0000
H: -14.63212 -11.87075 -9.76858  0.0000
C: -6.13465 -10.49111 -15.32645  0.0000
O: -5.02227 -11.15141 -15.99314  0.0000
H: -6.05263 -9.43980 -15.05056  0.0000
H: -6.98038 -10.55176 -16.01139  0.0000
H: -6.39254 -11.07187 -14.44083  0.0000
H: -4.82013 -10.89238 -16.89516  0.0000
C: -12.30696 -3.95355 -20.76821  0.0000
O: -13.30682 -4.89577 -21.19740  0.0000
H: -12.56418 -2.99806 -21.22536  0.0000
H: -12.27841 -3.78501 -19.69170  0.0000
H: -11.34343 -4.36695 -21.06622  0.0000
H: -14.01921 -4.70730 -20.58212  0.0000
C: -11.81318 -6.62384 -23.38723  0.0000
O: -11.55719 -7.85720 -24.00678  0.0000
H: -12.53110 -5.96056 -23.86968  0.0000
H: -12.20913 -6.69785 -22.37438  0.0000
H: -10.94686 -5.96292 -23.41501  0.0000
H: -11.26054 -7.59252 -24.88059  0.0000
C: -7.03134 -4.22816 -13.83992  0.0000
O: -7.48413 -2.85927 -14.01543  0.0000
H: -5.99208 -4.28951 -13.51701  0.0000
H: -7.65804 -4.68789 -13.07571  0.0000
H: -7.20913 -4.94529 -14.64131  0.0000
H: -8.12517 -2.76138 -13.30755  0.0000
C: -15.40634 -6.01526 -10.61422  0.0000
O: -15.89691 -5.69458 -11.90989  0.0000
H: -14.66661 -6.79369 -10.80123  0.0000
H: -14.89962 -5.16241 -10.16257  0.0000
H: -16.24028 -6.36783 -10.00733  0.0000
H: -15.31697 -6.00986 -12.60694  0.0000
C: -9.26556 -2.06980 -17.13430  0.0000
O: -7.99567 -2.65439 -16.67389  0.0000
H: -9.63349 -1.47316 -16.29959  0.0000
H: -8.93324 -1.49121 -17.99622  0.0000
H: -10.04588 -2.71196 -17.54272  0.0000
H: -7.84930 -2.47107 -15.74300  0.0000
C: -13.77868 -9.51827 -21.73762  0.0005
O: -13.95401 -10.98886 -21.50380  0.0049
H: -14.58895 -8.92149 -21.31878  0.0009
H: -12.96654 -9.16056 -21.10471  0.0001
H: -13.57605 -9.29089 -22.78421  -0.0009
H: -13.66461 -11.35585 -22.34236  0.0032
C: -8.62131 -9.02660 -22.60076  0.0000
O: -9.86142 -9.69465 -22.66346  0.0000
H: -8.28278 -8.91360 -23.63068  0.0000
H: -8.75953 -8.15535 -21.96051  0.0000
H: -7.90599 -9.68762 -22.11140  0.0000
H: -10.42429 -9.18619 -23.25189  0.0001
C: -11.03880 -12.19001 -20.48532  -0.0005
O: -12.02764 -12.46834 -19.51142  0.0027
H: -10.21433 -11.71672 -19.95207  0.0016
H: -10.59594 -13.10405 -20.88097  0.0003
H: -11.55272 -11.61684 -21.25698  0.0000
H: -11.43421 -12.96645 -18.94457  0.0091
C: -10.10273 -10.12007 -9.20964  0.0000
O: -8.78742 -10.72917 -9.39736  0.0000
H: -10.12434 -9.03922 -9.34887  0.0000
H: -10.84434 -10.48112 -9.92221  0.0000
H: -10.51954 -10.20939 -8.20645  0.0000
H: -8.26551 -10.51729 -8.61999  0.0000
C: -20.45846 -12.39644 -16.51607  0.0000
O: -21.60419 -13.07889 -16.87728  0.0000
H: -19.69200 -12.69826 -17.22990  0.0001
H: -20.64488 -11.32710 -16.61536  0.0000
H: -20.19932 -12.54776 -15.46819  0.0000
H: -22.08644 -12.56763 -17.53123  0.0000